{"formula": "C4H8N2O3", "method": "the ωB97M-V functional and the def2-TZVPD basis", "total_charge": 0, "homo_ha": -0.3233, "molar_mass_da": 132.1, "homo_lumo_gap_ha": 0.337, "symbols": ["C", "C", "C", "C", "N", "N", "O", "O", "O", "H", "H", "H", "H", "H", "H", "H", "H"], "coordinates": [[2.03772, 0.48761, 1.64598], [-1.46252, 0.33542, 0.47849], [1.01655, -0.77302, -0.25892], [1.04367, 0.08251, 0.63693], [-1.40114, 0.16763, -2.26480], [0.69909, -1.77467, -1.06320], [-1.74870, 0.19551, -0.90131], [-1.87143, 1.63110, 0.75100], [-1.83532, -0.58365, 1.18817], [-2.64028, 1.57493, 1.33610], [-0.37707, 0.23635, -2.15546], [-1.74713, 1.06969, -2.60419], [-0.06831, -2.35759, -0.74452], [1.33881, -2.05300, -1.79511], [3.04262, 0.10890, 1.45591], [2.16784, 1.57017, 1.66367], [1.80560, 0.08211, 2.63129]], "lowdin_charge": [-0.11, -0.56, -0.17, -0.08, 0.07, 0.11, -0.15, 0.07, 0.09, 0.12, 0.07, 0.09, 0.13, 0.11, 0.07, 0.07, 0.08]}

=====

{"formula": "C12H17N", "method": "the ωB97M-V functional and the def2-TZVPD basis", "total_charge": 0, "homo_ha": -0.2897, "molar_mass_da": 175.3, "homo_lumo_gap_ha": 0.323, "symbols": ["C", "C", "C", "C", "C", "C", "C", "C", "C", "C", "N", "H", "H", "H", "H", "H", "H", "H", "H", "H", "H", "H", "C", "C", "H", "H", "H", "H", "H", "H"], "coordinates": [[1.10461, -2.93776, 0.73090], [1.12150, -4.26549, -0.26447], [0.62946, -1.75772, -0.06712], [-0.14446, -1.67776, -1.15861], [1.08930, -0.34120, 0.25785], [0.40566, 0.50661, -0.67054], [2.00144, 0.13199, 1.15859], [0.87766, 1.80424, -0.93571], [2.25201, 1.50659, 1.10086], [1.83772, 2.38287, 0.06728], [-0.33193, -0.35015, -1.49058], [0.45266, -3.26323, 1.57533], [2.20336, -2.70528, 0.95549], [2.08361, -4.18618, -0.90097], [-0.49149, -2.48442, -1.81305], [-1.26960, -0.01154, -1.71729], [2.25566, -0.48243, 1.99624], [0.81445, 2.30334, -1.81853], [2.73311, 1.92902, 1.86440], [2.04729, 3.40816, 0.20244], [0.16048, -4.19459, -0.71532], [1.30170, -5.29703, 0.27395], [-2.72294, 1.80554, 0.59571], [-3.08377, 3.05959, -0.33846], [-3.43972, 1.95444, 1.35915], [-2.56752, 0.84720, -0.01236], [-1.67510, 1.97439, 1.10185], [-3.82133, 2.82862, -0.97902], [-2.26048, 3.62105, -0.80102], [-3.56332, 3.89114, 0.44298]], "lowdin_charge": [-0.18, -0.10, -0.19, -0.08, -0.12, -0.22, -0.03, 0.02, -0.10, -0.03, 0.03, 0.11, 0.12, 0.09, 0.13, 0.14, 0.10, 0.06, 0.05, 0.07, 0.02, 0.09, -0.15, -0.16, 0.02, 0.06, 0.09, -0.01, 0.05, 0.12]}

=====

{"formula": "C25H33N2O3S6Ti", "method": "the ωB97M-V functional and the def2-TZVPD basis", "total_charge": 1, "s2": 2.00, "multiplicity": 3, "homo_ha": [-0.3313, -0.3818], "molar_mass_da": 649.8, "homo_lumo_gap_ha": [0.246, 0.293], "symbols": ["Ti", "C", "C", "S", "C", "C", "S", "C", "C", "S", "C", "C", "S", "H", "H", "H", "H", "H", "H", "H", "H", "H", "H", "H", "H", "H", "H", "H", "H", "O", "S", "O", "N", "C", "C", "C", "C", "C", "C", "C", "C", "N", "C", "C", "C", "C", "C", "C", "C", "H", "H", "H", "H", "H", "H", "H", "H", "H", "H", "H", "C", "S", "C", "O", "H", "H", "H", "H", "H", "H"], "coordinates": [[0.15362, -0.18762, 0.57507], [-1.99000, -2.98047, -0.41346], [-2.87205, -2.06689, -1.25164], [-2.16609, -0.40369, -1.33397], [-3.54215, 0.45383, -2.14811], [-3.38455, 1.96852, -2.07438], [-2.82173, 2.60752, -0.47774], [-3.97395, 1.79271, 0.65304], [-3.42569, 1.87883, 2.06853], [-1.89625, 0.96106, 2.42540], [-2.51933, -0.63839, 3.01324], [-2.87656, -1.64629, 1.92690], [-1.36558, -2.27444, 1.13822], [-1.08216, -3.24857, -0.95571], [-2.52345, -3.90216, -0.18240], [-3.87324, -1.99329, -0.82278], [-2.96823, -2.48306, -2.25463], [-4.46296, 0.13599, -1.65656], [-3.59391, 0.14059, -3.19051], [-4.32699, 2.43801, -2.35758], [-2.62495, 2.30738, -2.77952], [-4.08828, 0.75036, 0.35895], [-4.94947, 2.28056, 0.60909], [-4.17382, 1.54500, 2.78842], [-3.19212, 2.91621, 2.31389], [-3.38873, -0.45072, 3.64407], [-1.72462, -1.02611, 3.65165], [-3.51232, -1.18920, 1.17058], [-3.39956, -2.49646, 2.36693], [0.66067, -0.33730, 3.12876], [1.64330, -1.39818, 2.87083], [1.27384, -2.74269, 3.21435], [1.91856, -1.15226, 1.32441], [2.66919, -1.94925, 0.47479], [3.64872, -2.85228, 0.80943], [4.37912, -3.51790, -0.19638], [4.15403, -3.27788, -1.52151], [3.14231, -2.36461, -1.90294], [2.85032, -2.04073, -3.24534], [1.85774, -1.14471, -3.52616], [1.11445, -0.59618, -2.46889], [1.34059, -0.88242, -1.20247], [2.37684, -1.73016, -0.90447], [3.12009, -1.03192, 3.77267], [3.57400, -1.95795, 4.70024], [4.73274, -1.68648, 5.41492], [5.42483, -0.50508, 5.19605], [4.96306, 0.41459, 4.26208], [3.80715, 0.15295, 3.54717], [3.86747, -3.04839, 1.85086], [5.14371, -4.22371, 0.10027], [4.73446, -3.77576, -2.28696], [3.42587, -2.50231, -4.03844], [1.62203, -0.86568, -4.54336], [0.29755, 0.08469, -2.66834], [3.02050, -2.87390, 4.85221], [5.09285, -2.40151, 6.14209], [6.32886, -0.29858, 5.75323], [5.50670, 1.33457, 4.09232], [3.44282, 0.86154, 2.81644], [3.07169, 2.18453, 0.37462], [1.45927, 2.95945, 0.45103], [1.27964, 3.05423, 2.23085], [0.49783, 1.86926, 0.02466], [3.81625, 2.83674, 0.82966], [3.30363, 2.04136, -0.67939], [3.01495, 1.21814, 0.87891], [2.08504, 3.65822, 2.64724], [1.27410, 2.04237, 2.64017], [0.32213, 3.53259, 2.42852]], "lowdin_charge": [0.60, -0.48, -0.49, 0.86, -0.49, -0.52, 0.86, -0.53, -0.51, 0.88, -0.49, -0.47, 0.90, 0.08, 0.09, 0.08, 0.09, 0.08, 0.09, 0.08, 0.08, 0.04, 0.09, 0.09, 0.07, 0.09, 0.07, 0.05, 0.10, -0.41, 0.59, -0.29, -0.24, -0.25, 0.00, -0.06, -0.03, -0.15, 0.01, -0.03, -0.13, 0.02, -0.15, -0.28, -0.05, -0.06, -0.06, -0.06, -0.06, 0.11, 0.11, 0.12, 0.13, 0.11, 0.08, 0.12, 0.11, 0.11, 0.11, 0.08, -0.23, 0.93, -0.23, -0.66, 0.07, 0.06, 0.03, 0.07, 0.04, 0.06]}